Here is a structure of composition C43H28N8O7S4Ti in a non-equilibrium geometry from the OMol25 dataset. Energies are from wB97M-V/def2-TZVPD.

Computed properties:
Net charge: -2
Orbital gap (spin up / spin down) (eV): 5.007 / 5.510
⟨S²⟩: 2.06
2S+1: 3
Lowest unoccupied orbital energy (spin up / spin down) (eV): 3.52 / 3.28
F_max (eV/A): 1.85

XYZ file:
```
91
C43H28N8O7S4Ti | the OMol25 dataset | wB97M-V/def2-TZVPD
Ti 1.01213 -0.30125 0.79711
C -2.23400 -3.31268 0.92077
O -1.06628 -3.79391 0.23719
C -0.20756 -2.76377 0.21513
N -0.59755 -1.65853 0.77945
C -1.77640 -2.00562 1.58080
C -2.89691 -1.00506 1.65235
C -3.53393 -0.77809 2.86691
C -4.60876 0.09777 2.94463
C -5.05181 0.75733 1.80482
C -4.42656 0.52559 0.58587
C -3.36949 -0.36845 0.51131
C 1.03494 -2.87494 -0.45427
C 1.45181 -4.04559 -1.08761
C 2.66622 -4.08693 -1.71290
C 3.40229 -2.89181 -1.79472
C 2.92023 -1.75258 -1.21049
N 1.77943 -1.71319 -0.45093
C 3.51080 -0.47524 -1.62443
N 2.82972 0.57618 -1.72937
C 3.68924 1.61011 -2.29483
C 4.95502 0.82789 -2.70953
O 4.77957 -0.47562 -2.11813
C 2.99219 2.39236 -3.38254
C 1.60072 2.49719 -3.36673
C 0.93886 3.26034 -4.31673
C 1.65867 3.92015 -5.30602
C 3.04266 3.82343 -5.32578
C 3.70712 3.06949 -4.36508
H -2.57112 -4.06008 1.63450
H -3.01770 -3.12457 0.18306
H -1.42499 -2.19738 2.59582
H -3.17786 -1.28593 3.75867
H -5.09452 0.27098 3.89739
H -5.88558 1.44704 1.86544
H -4.75907 1.04473 -0.30682
H -2.90147 -0.58017 -0.44319
H 0.80254 -4.90932 -1.02593
H 3.02735 -4.99180 -2.18308
H 4.31745 -2.82944 -2.36480
H 3.92046 2.29670 -1.47715
H 5.87600 1.26160 -2.32764
H 5.02511 0.70251 -3.79276
H 1.05694 1.96955 -2.59361
H -0.14285 3.34036 -4.28314
H 1.14492 4.51291 -6.05309
H 3.61459 4.33419 -6.09268
H 4.79101 3.01377 -4.37898
O -3.83557 1.83919 -4.70956
N -3.71519 2.64848 -3.74126
O -4.41835 3.69471 -3.67860
C -2.81146 2.40011 -2.71661
C -2.76486 3.30507 -1.65531
C -2.03338 3.02733 -0.49006
C -2.01057 3.90350 0.61869
C -1.40034 3.50368 1.77171
C -0.82536 2.23083 1.84065
N -0.77372 1.40693 0.80709
C -1.31414 1.81607 -0.35613
C -1.13328 1.00422 -1.54140
N -0.20559 0.02883 -1.47226
C 0.00873 -0.70879 -2.55016
C -0.69567 -0.54449 -3.73032
C -1.65669 0.43802 -3.81746
C -1.89637 1.26774 -2.71125
H -3.34853 4.20982 -1.72632
H -2.48041 4.87597 0.52349
H -1.35954 4.14606 2.64072
H -0.38355 1.89343 2.76674
H 0.78257 -1.45858 -2.49080
H -0.47399 -1.17760 -4.58080
H -2.22535 0.59391 -4.71789
S 0.44138 -0.31405 3.19022
C 0.38387 -1.73465 4.21632
C -0.23211 -1.53281 5.45103
C -0.25386 -2.50180 6.44921
C -0.96124 -2.26798 7.67107
N -1.55317 -2.08399 8.64297
C 0.40201 -3.72338 6.21406
C 0.96950 -3.95859 4.97270
C 0.94023 -3.01482 3.92499
S 1.52884 -3.47216 2.38020
C 0.48939 -4.72195 7.24160
N 0.57710 -5.52366 8.06360
H -0.69896 -0.57425 5.64419
H 1.45188 -4.90707 4.78124
O 2.54584 1.92925 3.08457
S 2.96365 1.48674 1.77891
O 1.71659 1.39457 0.85724
O 3.95596 2.34428 1.15982
S 3.50011 -0.43840 1.73488
```